(1)
Below is the molecule C4H7NO in a non-equilibrium geometry, with properties calculated with ωB97M-V with the def2-TZVPD basis set.

Last columns: bonded neighbours and bond lengths (Å).
Atoms and positions in Å:
1 C 1.0996 1.3508 -0.0520  C2 1.662, N5 1.241, H7 1.085
2 C 1.2024 -0.3078 -0.0609  C1 1.662, C3 1.526, H8 1.026, H9 1.076
3 C -0.2104 -0.8745 0.0464  C2 1.526, C4 1.448, H10 1.111, H11 1.080
4 C -1.2361 0.0792 0.4146  C3 1.448, O6 1.336, H12 1.038
5 N 0.0057 1.9097 0.1223  C1 1.241
6 O -2.3851 0.2027 -0.2551  C4 1.336, H13 1.000
7 H 2.1263 1.6369 -0.2524  C1 1.085
8 H 1.6356 -0.6246 -0.9352  C2 1.026
9 H 1.8895 -0.3796 0.7635  C2 1.076
10 H -0.5679 -1.2852 -0.9223  C3 1.111
11 H -0.0861 -1.6792 0.7557  C3 1.080
12 H -1.1608 0.4104 1.3950  C4 1.038
13 H -2.3127 -0.4388 -1.0194  O6 1.000

Results
Gap between HOMO and LUMO (alpha / beta)   8.2 / 8.2 eV
E_HOMO (alpha / beta)   -7.6 / -7.6 eV
Energy above the lowest of the compared OMol25 structures with the same formula, charge and spin   96.54 kcal per mole
Multiplicity   1

Mulliken atomic charge list, values in e, 8 entries:
1. C 0.104
2. C -0.874
3. C -0.532
4. C 0.063
5. N -0.692
6. O -0.457
7. H 0.335
8. H 0.377


(2)
Below is a cluster of 2 separate species, C3H8S in total in a non-equilibrium geometry, with properties calculated with ωB97M-V with the def2-TZVPD basis set.

Last columns: bonded neighbours and bond lengths (Å).
Atoms and positions in Å:
1 C -2.9110 -0.0880 -0.0314  C2 1.343, H3 1.074, H4 1.082
2 C -2.2823 -1.0752 -0.6894  C1 1.343, H5 1.081, H6 1.081
3 H -3.0432 -0.1384 1.0332  C1 1.074
4 H -3.1082 0.7908 -0.6313  C1 1.082
5 H -2.2933 -2.0563 -0.2354  C2 1.081
6 H -1.8734 -0.7885 -1.6477  C2 1.081
7 C 2.4858 0.1982 0.7249  S8 1.853, H9 1.084, H10 1.083, H11 1.081
8 S 2.9348 1.8847 0.1026  C7 1.853, H12 1.346
9 H 3.1574 -0.4566 0.1824  C7 1.084
10 H 2.8062 0.0804 1.7526  C7 1.083
11 H 1.4248 0.0089 0.6400  C7 1.081
12 H 2.7023 1.6398 -1.2004  S8 1.346

Results
Gap between HOMO and LUMO   10.0 eV
E_HOMO   -9.1 eV
Energy above the lowest of the compared OMol25 structures with the same formula, charge and spin   35.73 kcal per mole
Multiplicity   1
SMILES string   C=C.CS

Mulliken atomic charge list, values in e, 8 entries:
1. C -0.481
2. C -0.487
3. H 0.258
4. H 0.222
5. H 0.259
6. H 0.229
7. C -0.694
8. S -0.197


(3)
Below is the ion C6H12NO with charge +1 in a non-equilibrium geometry, with properties calculated with ωB97M-V with the def2-TZVPD basis set.

Last columns: bonded neighbours and bond lengths (Å).
Atoms and positions in Å:
1 C 2.2329 0.4408 -0.8602  C2 1.511, H9 1.101, H10 1.142, H11 1.122
2 C 1.1738 0.1038 0.1630  C1 1.511, C3 1.552, O4 1.416, C5 1.448
3 C 1.5684 -1.1416 1.0006  C2 1.552, H12 1.056, H13 1.005, H14 1.072
4 O 0.7678 1.3064 0.7900  C2 1.416, C5 1.352
5 C -0.0886 0.7607 -0.1023  C2 1.448, O4 1.352, C6 1.552, H15 1.011
6 C -1.3623 0.0937 0.4812  C5 1.552, C7 1.461, N8 1.490, H16 1.015
7 C -2.6258 0.7373 0.1277  C6 1.461, N8 1.519, H17 1.061, H18 1.177
8 N -2.2361 -0.5803 -0.5203  C6 1.490, C7 1.519, H19 1.023, H20 1.007
9 H 3.3010 0.3242 -0.6205  C1 1.101
10 H 2.2580 1.5376 -1.1773  C1 1.142
11 H 2.1599 -0.2915 -1.7073  C1 1.122
12 H 2.6195 -1.2226 0.9387  C3 1.056
13 H 1.0017 -1.9262 0.7308  C3 1.005
14 H 1.2948 -1.1446 2.0375  C3 1.072
15 H -0.1959 1.3011 -0.9498  C5 1.011
16 H -1.2059 -0.4644 1.3142  C6 1.015
17 H -3.4983 0.6607 0.7258  C7 1.061
18 H -2.4971 1.6433 -0.6131  C7 1.177
19 H -2.7580 -1.4305 -0.2941  N8 1.023
20 H -1.9099 -0.7080 -1.4646  N8 1.007

Results
Charge   +1
Gap between HOMO and LUMO   10.7 eV
E_HOMO   -14.3 eV
Energy above the lowest of the compared OMol25 structures with the same formula, charge and spin   67.20 kcal per mole
Multiplicity   1
SMILES string   CC1(C)O[C@@H]1[C@H]1C[NH2+]1

Mulliken atomic charge list, values in e, 8 entries:
1. C -1.488
2. C 1.157
3. C -1.670
4. O -0.507
5. C -0.347
6. C -0.151
7. C -0.534
8. N -0.213